Record 1
A molecular structure, C47H52BBr2ClCsN11O6S at a distorted geometry, computed with ωB97M-V/def2-TZVPD.

## Properties
Net charge ... -2
ΔE to the lowest compared entry with this formula, charge and spin ... 1.2698 eV
Energy ... -242929.34157 eV
Highest occupied orbital energy ... -2.002 eV

Each line ends with the Löwdin charge.
Element x y z (Å)
Cs  -0.25510  -0.93660  0.37400  1.07
Br  6.84050  -1.46230  3.62290  0.70
C  5.45450  -0.54590  2.65900  -0.66
C  4.44080  0.09440  3.35690  -0.09
C  3.48060  0.75140  2.58600  -0.11
N  3.49860  0.80050  1.27810  0.15
C  4.47740  0.16960  0.60670  -0.20
C  5.49890  -0.52600  1.28960  -0.06
C  4.42510  0.23250  -0.83840  -0.19
C  5.51480  -0.14000  -1.65870  -0.06
C  5.35030  -0.07250  -3.01800  -0.65
Br  6.81460  -0.56320  -4.15740  0.70
C  4.15830  0.36000  -3.58490  -0.09
C  3.15970  0.72540  -2.68390  -0.14
N  3.28020  0.68240  -1.38280  0.15
H  4.38090  0.07730  4.43180  0.11
H  2.66980  1.27740  3.07580  0.10
H  6.28190  -1.04470  0.75910  0.10
H  6.45970  -0.45830  -1.24540  0.09
H  4.00710  0.41820  -4.64990  0.10
H  2.21380  1.09120  -3.05420  0.10
O  0.42810  1.94560  3.61280  -0.08
C  -0.10960  2.69270  2.54050  -0.20
C  0.98770  3.49640  1.89310  -0.27
C  1.60490  4.54020  2.58140  -0.02
C  2.61870  5.24070  1.95330  -0.08
C  2.99110  4.87650  0.66740  -0.07
C  2.30990  3.82580  0.07070  -0.15
N  1.33100  3.16700  0.66030  0.13
H  0.01150  1.06490  3.58440  0.04
H  -0.87590  3.39010  2.92160  0.12
H  -0.55490  2.04190  1.78430  0.10
H  1.28620  4.79640  3.58130  0.11
H  3.10290  6.06930  2.45500  0.10
H  3.78130  5.39710  0.14340  0.09
H  2.55100  3.49960  -0.93060  0.08
C  3.74560  -5.04460  5.29680  -0.06
C  2.51780  -4.25610  4.93930  -0.28
C  1.24190  -4.70890  5.24410  -0.04
C  0.12470  -3.99480  4.84190  -0.06
C  0.27910  -2.82200  4.12630  -0.26
C  1.54220  -2.35420  3.81900  -0.05
C  2.65080  -3.06920  4.22780  -0.03
S  -1.16830  -1.97630  3.45850  0.51
O  -2.23610  -2.19520  4.42270  -0.35
O  -0.80560  -0.56550  3.29980  -0.47
N  -1.49370  -2.54180  2.02460  -0.45
C  -1.15860  -3.87850  1.76380  -0.28
C  0.40270  -4.05130  1.43730  -0.78
O  0.85850  -5.16230  1.69810  -0.04
O  0.95830  -3.05740  0.96030  -0.35
H  3.52790  -5.82860  6.01880  0.07
H  4.51920  -4.39370  5.70190  0.07
H  4.14330  -5.50950  4.39550  0.08
H  1.12460  -5.64510  5.77370  0.10
H  -0.87330  -4.34520  5.06750  0.11
H  1.64720  -1.44610  3.24460  0.10
H  3.63970  -2.72750  3.95860  0.09
H  -1.68720  -4.22880  0.87300  0.10
H  -1.36770  -4.56650  2.59400  0.09
B  -4.22820  -0.83280  -3.64560  -0.44
N  -2.91210  -1.65350  -3.58890  -0.09
C  -2.65600  -2.70430  -2.79970  -0.10
C  -1.31570  -3.02600  -2.91170  -0.09
C  -0.82440  -2.07390  -3.80540  -0.18
N  -1.79680  -1.26180  -4.20130  0.00
N  -4.36230  -0.18250  -2.25130  -0.10
C  -4.84500  -0.76170  -1.14180  -0.12
C  -4.64500  0.09420  -0.07860  -0.08
C  -4.00500  1.19150  -0.65730  -0.19
N  -3.84530  1.00890  -1.95970  0.05
H  -5.15930  -1.57200  -3.82890  0.05
H  -4.11780  0.01420  -4.48060  0.05
H  -3.42720  -3.16430  -2.20930  0.11
H  -0.78690  -3.83050  -2.43230  0.09
H  0.17450  -1.94010  -4.18430  0.09
H  -5.31320  -1.72930  -1.16990  0.11
H  -4.92510  -0.05230  0.94630  0.08
H  -3.66920  2.10130  -0.19480  0.09
C  0.13540  2.06870  -8.02350  -0.05
C  -0.50200  1.86390  -6.63350  -0.48
C  0.65350  1.61070  -5.66420  -0.02
C  -1.36150  0.59380  -6.72160  -0.04
C  -1.40430  3.08490  -6.24460  -0.40
O  -2.45870  3.17570  -7.21650  -0.04
C  -0.72310  4.48460  -6.30090  -0.10
C  0.11490  5.02780  -5.13610  -0.13
C  1.57490  4.68500  -5.14860  -0.24
C  2.17430  4.09490  -4.04040  -0.03
C  3.53250  3.83090  -4.01730  -0.11
C  4.30330  4.15830  -5.12010  -0.68
Cl  6.01270  3.86440  -5.09920  0.64
C  3.72920  4.73920  -6.23810  -0.11
C  2.37390  5.00940  -6.24000  -0.05
C  -2.25970  2.88560  -4.95470  -0.03
N  -1.63860  2.68120  -3.68000  -0.10
C  -1.43290  1.53280  -3.01130  -0.17
N  -0.90150  1.78350  -1.83470  0.09
C  -0.84610  3.12580  -1.79420  -0.23
N  -1.28720  3.70940  -2.88370  0.07
H  0.82440  1.24690  -8.20640  0.09
H  0.71260  2.98910  -8.08470  0.07
H  -0.60580  2.05830  -8.82220  0.08
H  1.02520  0.60060  -5.82220  0.09
H  0.34520  1.68400  -4.63010  0.06
H  1.46900  2.30650  -5.84090  0.07
H  -0.81050  -0.16870  -7.26960  0.09
H  -2.28990  0.78980  -7.25190  0.09
H  -1.59550  0.17750  -5.74370  0.04
H  -2.05500  3.24450  -8.08790  0.08
H  -1.56260  5.17430  -6.42800  0.12
H  -0.13310  4.54100  -7.21610  0.09
H  -0.33090  4.71600  -4.19420  0.06
H  0.04770  6.12100  -5.18080  0.12
H  1.57080  3.83180  -3.18400  0.10
H  3.98760  3.36720  -3.15540  0.09
H  4.33800  4.98590  -7.09360  0.10
H  1.93230  5.49100  -7.10220  0.11
H  -2.92190  2.03470  -5.13430  0.12
H  -2.87960  3.78410  -4.87400  0.14
H  -1.64450  0.56730  -3.42780  0.09
H  -0.46090  3.67430  -0.95960  0.08

Cartesian forces, eV/Å:
Cs 0.0 2.4 -1.7
Br -0.3 0.2 -0.2
C 0.0 0.1 0.9
C 0.2 -0.2 -0.5
C 0.2 0.0 0.9
N 0.4 -0.2 -1.1
C 0.2 -0.2 2.2
C -0.5 0.3 -0.8
C 0.0 0.2 -2.2
C -0.5 0.1 0.8
C -0.1 0.1 -0.9
Br -0.3 0.1 0.2
C 0.3 -0.2 0.5
C 0.1 0.0 -0.8
N 0.4 -0.3 1.1
H 0.0 0.0 0.1
H -0.2 0.0 0.1
H 0.0 0.0 0.0
H 0.0 0.0 0.0
H 0.0 0.0 -0.1
H -0.2 0.0 -0.1
O 0.1 -0.1 0.0
C -0.1 0.2 0.0
C -0.2 0.1 0.3
C 0.1 0.0 -0.1
C -0.1 0.0 0.1
C 0.0 -0.1 0.0
C 0.3 0.4 -0.1
N -0.3 -0.4 -0.1
H -0.1 -0.2 0.2
H 0.0 -0.2 -0.1
H 0.0 0.1 0.0
H 0.0 0.0 0.1
H 0.0 0.0 0.0
H 0.0 0.0 0.0
H 0.1 0.0 -0.2
C -0.1 0.0 -0.1
C -0.1 0.0 0.0
C 0.1 0.1 0.0
C -0.1 0.0 0.1
C -0.5 0.3 -0.1
C 0.1 0.0 0.0
C 0.0 0.0 0.0
S -1.3 -1.0 -1.1
O 0.3 -0.1 0.4
O 0.4 0.6 0.1
N -0.4 1.3 2.3
C 1.4 -1.2 -0.1
C -2.1 -1.2 0.7
O 0.7 -0.9 0.0
O 1.7 0.2 -0.5
H 0.0 -0.1 0.1
H 0.1 0.0 0.1
H 0.1 -0.1 0.0
H 0.0 -0.1 0.1
H 0.0 0.0 0.0
H 0.0 0.0 -0.1
H 0.2 0.1 0.0
H -0.2 -0.1 0.0
H -0.1 -0.2 -0.2
B 0.1 0.1 0.2
N 0.0 -0.3 0.0
C 0.1 -0.4 0.1
C 0.0 -0.2 0.2
C -0.1 -0.1 -0.1
N 0.3 0.2 -0.4
N -0.4 -0.1 0.0
C -0.3 -0.1 0.3
C -0.1 -0.1 0.1
C -0.1 0.0 0.0
N 0.1 0.6 -0.3
H -0.2 -0.2 0.0
H 0.0 0.2 -0.2
H -0.1 0.0 0.1
H 0.0 0.0 0.1
H 0.1 0.0 0.0
H 0.0 -0.1 -0.1
H 0.0 -0.1 0.2
H 0.1 0.1 0.1
C -0.1 0.2 0.3
C -0.1 -0.1 -0.3
C -0.1 0.1 -0.1
C 0.0 0.3 0.1
C 0.3 0.1 0.2
O -0.2 0.0 -0.2
C -0.1 -0.1 0.2
C 0.0 -0.1 -0.2
C 0.0 0.1 0.1
C 0.1 0.1 -0.1
C 0.1 0.0 -0.1
C -0.2 0.0 0.0
Cl 0.2 -0.1 0.0
C 0.1 0.0 0.0
C 0.0 -0.1 0.1
C -0.3 0.1 -0.6
N 0.3 -0.4 0.5
C 0.2 0.3 -0.1
N 0.3 -0.6 0.2
C -0.1 -0.1 -0.4
N -0.3 0.7 0.3
H 0.0 -0.1 -0.1
H 0.1 0.1 -0.1
H -0.1 0.0 -0.1
H 0.1 -0.2 -0.1
H 0.0 0.0 0.2
H 0.1 0.0 0.0
H 0.1 -0.1 0.0
H -0.1 0.0 -0.1
H -0.1 0.0 -0.1
H 0.0 0.0 0.1
H 0.0 -0.1 0.0
H -0.1 0.1 -0.2
H 0.1 0.3 -0.1
H 0.0 0.0 0.0
H -0.1 0.0 0.1
H 0.1 0.0 0.1
H 0.1 0.0 -0.1
H 0.0 0.0 -0.1
H 0.0 0.1 0.1
H 0.0 -0.2 0.0
H 0.0 -0.1 -0.1
H 0.1 0.1 0.2


Record 2
C2H6FNO in the gas phase at a distorted geometry, computed with ωB97M-V/def2-TZVPD.

## Properties
ΔE to the lowest compared entry with this formula, charge and spin ... 0.3326 eV
Energy ... -8426.10291 eV
SMILES string ... C[C@@](N)(O)F
Highest occupied orbital energy ... -9.840 eV

Each line ends with the Löwdin charge.
Element x y z (Å)
C  1.09061  -0.55730  0.03109  -0.03
C  -0.38205  -0.27144  -0.05145  -0.60
N  -0.62054  1.25081  0.32630  0.05
O  -0.95133  -0.50842  -1.27591  0.04
F  -1.17535  -0.96231  0.96261  -0.03
H  1.17653  -1.72623  -0.00863  0.12
H  1.71392  -0.16030  -0.79732  0.10
H  1.39742  -0.34819  1.07983  0.09
H  -0.47623  1.41371  1.32339  0.06
H  0.02775  1.93771  -0.18653  0.10
H  -1.80072  -0.06805  -1.40337  0.11

Cartesian forces, eV/Å:
C -0.1 -3.8 0.7
C -2.0 3.8 0.9
N 0.7 -0.7 -1.2
O 1.1 -0.5 0.2
F 1.7 0.8 -1.3
H 0.1 1.9 -0.2
H -0.7 0.1 0.8
H 0.1 0.4 -1.0
H 0.0 -0.4 -0.3
H -1.1 -1.8 0.8
H 0.1 0.2 0.6